(1)
A molecular structure, C26H36ClIOP2RuSb at a distorted geometry. Source: OMol25; level of theory: wB97M-V/def2-TZVPD.

Last column: Mulliken charge in e.
Geometry (Å):
1 C 4.4503 -3.5129 3.1109  -1.248
2 C 3.3079 -2.8058 2.4437  0.747
3 H 4.0787 -4.2102 3.8743  0.374
4 H 5.1233 -2.7928 3.5939  0.358
5 H 5.0343 -4.0803 2.3746  0.358
6 O 2.1178 -2.9454 2.6378  -0.371
7 I 4.1911 -1.3129 0.8668  -0.113
8 Ru 1.8216 -0.8883 0.5690  -1.014
9 P 1.3038 -2.5942 -0.7825  1.640
10 C -0.4242 -3.1305 -1.0252  -1.199
11 C 1.9610 -2.3226 -2.4661  -1.299
12 H 1.9198 -3.2662 -3.0328  0.473
13 H 1.6625 -4.9743 -0.9554  0.507
14 H 3.0051 -1.9882 -2.3954  0.380
15 H 3.1703 -4.1158 -0.4960  0.357
16 H -1.0644 -2.3151 -1.3954  0.142
17 H 1.3899 -1.5532 -3.0022  0.223
18 C 2.0850 -4.1689 -0.3307  -1.359
19 H -0.4615 -3.9609 -1.7504  0.491
20 H 1.8855 -4.3865 0.7290  0.319
21 H -0.8288 -3.4870 -0.0658  0.391
22 P 1.4319 0.4747 2.3228  1.342
23 C -0.2010 0.8906 3.0191  -0.783
24 C 2.2699 -0.0363 3.8454  -1.397
25 H 3.0198 1.9158 1.1887  0.320
26 H 2.5985 2.5180 2.8284  0.479
27 H 1.4678 2.7489 1.4466  0.149
28 C 2.2023 2.0711 1.9043  -1.160
29 H 3.3617 -0.0310 3.7090  0.363
30 H 2.0012 0.6600 4.6598  0.513
31 H -0.1140 1.7116 3.7509  0.492
32 H -0.6053 0.0023 3.5287  0.389
33 H 1.9393 -1.0527 4.1141  0.331
34 H -0.9315 1.1823 2.2517  -0.230
35 Cl 2.6308 0.5881 -1.1765  -0.347
36 C -4.9019 -0.2349 1.5394  -0.652
37 C -3.9608 -1.2739 1.5295  -0.685
38 C -2.6590 -1.0417 1.0620  -0.534
39 C -2.3235 0.2117 0.5422  0.958
40 C -3.2277 1.2623 0.6025  -0.121
41 C -4.5238 1.0450 1.1044  -0.826
42 Sb -0.3089 0.4133 -0.4803  0.822
43 C -1.4514 0.4610 -2.4547  1.201
44 C -1.2859 -0.5347 -3.4173  -0.437
45 C -2.1154 -0.5648 -4.5528  -0.600
46 C -3.1116 0.4029 -4.7213  -0.519
47 C -3.2559 1.4200 -3.7725  -0.824
48 C -2.4046 1.4599 -2.6523  -0.035
49 C -0.0751 2.6181 -0.7074  1.242
50 C 0.6260 3.0584 -1.8288  -0.731
51 C 0.8469 4.4247 -2.0443  -0.764
52 C 0.3272 5.3629 -1.1395  -0.646
53 C -0.3765 4.9229 -0.0165  -0.604
54 C -0.5671 3.5474 0.2120  -0.230
55 H -5.9221 -0.4161 1.8911  0.399
56 H -4.2417 -2.2678 1.8878  0.445
57 H -1.9199 -1.8436 1.1088  0.260
58 H -2.9640 2.2640 0.2601  0.199
59 H -5.2350 1.8731 1.1491  0.464
60 H -0.5162 -1.3006 -3.2991  0.094
61 H -1.9784 -1.3501 -5.2974  0.464
62 H -3.7701 0.3669 -5.5892  0.438
63 H -4.0243 2.1877 -3.8916  0.453
64 H -2.5100 2.2868 -1.9442  0.250
65 H 1.0230 2.3431 -2.5479  0.375
66 H 1.4202 4.7516 -2.9130  0.448
67 H 0.4776 6.4336 -1.3158  0.408
68 H -0.7857 5.6456 0.6949  0.427
69 H -1.1046 3.2335 1.1073  0.243

Values from the calculation:
- Largest force on an atom: 0.0801 Eh/bohr
- Spin multiplicity: 6
- Charge: +2

(2)
A molecular structure, C26H36ClIOP3Rh at a distorted geometry. Source: OMol25; level of theory: wB97M-V/def2-TZVPD.

Last column: Mulliken charge in e.
Geometry (Å):
1 C 0.0565 0.5959 -7.2381  -1.087
2 C 0.0814 0.7508 -5.7264  0.642
3 H 0.0346 1.6162 -7.6692  0.359
4 H -0.8411 0.0399 -7.5560  0.351
5 H 0.9507 0.0658 -7.6008  0.359
6 O 0.0397 1.7953 -5.0973  -0.389
7 I 0.1856 -1.1626 -4.6027  0.358
8 Rh 0.2017 -0.4826 -1.1492  -0.785
9 P 2.4294 -0.0571 -1.4591  1.667
10 C 3.1397 1.2759 -0.4191  -1.472
11 C 3.3312 -1.6153 -1.0655  -1.526
12 H 4.4184 -1.4387 -1.0737  0.447
13 H 4.0835 0.8887 -2.9694  0.456
14 H 3.0604 -2.3413 -1.8455  0.459
15 H 3.2893 -0.5795 -3.6410  0.401
16 H 2.7440 1.2556 0.6048  0.331
17 H 3.0411 -2.0212 -0.0875  0.435
18 C 3.1180 0.3590 -3.0859  -1.124
19 H 4.2349 1.1719 -0.3633  0.491
20 H 2.4020 0.9899 -3.6299  0.234
21 H 2.8975 2.2334 -0.9037  0.448
22 P -2.0853 -0.0519 -1.4443  1.075
23 C -3.0702 1.0599 -0.3716  -1.133
24 C -2.6633 0.4792 -3.0767  -1.072
25 H -2.2685 -2.4425 -1.6946  0.375
26 H -3.8970 -1.6487 -1.5152  0.482
27 H -2.8547 -1.9239 -0.0865  0.146
28 C -2.8612 -1.6850 -1.1591  -1.129
29 H -2.8612 -0.4276 -3.6736  0.402
30 H -3.5979 1.0540 -2.9318  0.490
31 H -3.9291 1.4021 -0.9748  0.617
32 H -2.4860 1.9340 -0.0392  0.260
33 H -1.9037 1.1130 -3.5587  0.148
34 H -3.4290 0.4764 0.4916  0.152
35 Cl 0.3185 -2.8377 -2.0025  -0.265
36 C -0.9835 4.1704 2.1518  -0.681
37 C -0.3569 3.8756 0.9355  -0.653
38 C -0.0744 2.5493 0.5812  -0.397
39 C -0.3151 1.5285 1.5206  1.257
40 C -0.8789 1.8365 2.7685  -0.444
41 C -1.2783 3.1413 3.0519  -1.094
42 P 0.1738 -0.1871 1.0783  0.841
43 C 1.3753 -0.5171 2.4492  1.297
44 C 2.7644 -0.6528 2.2522  0.123
45 C 3.6542 -0.7271 3.3313  -1.061
46 C 3.1391 -0.6190 4.6314  -0.580
47 C 1.7517 -0.5401 4.8600  -0.981
48 C 0.8820 -0.5894 3.7648  -0.695
49 C -1.1524 -1.2977 1.7070  1.373
50 C -0.8831 -2.6747 1.6376  -1.200
51 C -1.7917 -3.6022 2.1645  -0.869
52 C -2.9619 -3.1594 2.7916  -0.648
53 C -3.2218 -1.7932 2.8819  -1.013
54 C -2.3398 -0.8741 2.3204  -0.037
55 H -1.2386 5.1949 2.4004  0.433
56 H -0.0634 4.6718 0.2498  0.436
57 H 0.3283 2.2950 -0.4124  0.170
58 H -1.0539 1.0728 3.5234  0.429
59 H -1.8217 3.3442 3.9706  0.473
60 H 3.1844 -0.7113 1.2466  0.136
61 H 4.7281 -0.8879 3.1183  0.429
62 H 3.8341 -0.6491 5.4671  0.405
63 H 1.3517 -0.4940 5.8791  0.444
64 H -0.1930 -0.7196 3.9246  0.302
65 H 0.0496 -3.0279 1.1909  0.391
66 H -1.5654 -4.6685 2.1168  0.455
67 H -3.6642 -3.8797 3.2242  0.397
68 H -4.1022 -1.4265 3.4181  0.441
69 H -2.5862 0.1767 2.4182  0.522

Values from the calculation:
- Largest force on an atom: 0.0911 Eh/bohr
- Spin multiplicity: 5
- Charge: +2

(3)
A molecular structure, C26H36CrI3N6O2P at a distorted geometry. Source: OMol25; level of theory: wB97M-V/def2-TZVPD.

Last column: Mulliken charge in e.
Geometry (Å):
1 Cr 0.2953 0.2519 -0.5199  0.431
2 I 1.2012 -3.8715 -2.1114  0.032
3 C -0.7208 -3.7589 -1.2892  -0.005
4 C -1.5525 -4.8585 -1.4609  -0.452
5 C -2.8649 -4.7986 -1.0819  -0.319
6 I -4.0662 -6.5161 -1.3597  0.016
7 C -3.3833 -3.6263 -0.5085  1.209
8 C -4.7434 -3.4494 -0.1851  -0.797
9 C -5.1638 -2.2924 0.4130  -1.041
10 C -4.2075 -1.3361 0.7457  -0.521
11 N -2.9296 -1.4489 0.4405  -0.037
12 C -2.4966 -2.5327 -0.2338  -0.004
13 C -1.1028 -2.5585 -0.6643  -0.294
14 O -0.2665 -1.5743 -0.5367  0.310
15 H -1.1596 -5.7564 -1.9152  0.363
16 H -5.4498 -4.2319 -0.4236  0.186
17 H -6.2085 -2.1263 0.6371  0.424
18 H -4.4810 -0.4377 1.2874  0.547
19 N -1.2946 -0.9081 5.8845  -0.403
20 C -1.0028 -0.9457 4.5638  0.517
21 N -1.6560 -1.8288 3.8018  -0.356
22 N -0.0938 -0.1237 4.1244  -0.739
23 C 0.3226 0.0138 2.8974  0.249
24 N 0.8733 0.3023 1.9117  0.003
25 H -1.8395 -1.6454 6.2922  0.206
26 H -0.6877 -0.3764 6.4823  0.255
27 H -2.4268 -2.3447 4.1924  0.257
28 H -1.7047 -1.6800 2.7955  0.091
29 I -4.4662 1.4823 -3.7318  0.079
30 C -3.5063 1.5128 -1.8627  -0.561
31 C -4.0743 2.1767 -0.7891  -0.326
32 C -3.3574 2.1608 0.4021  -0.662
33 C -2.1388 1.5219 0.4568  -0.788
34 N -1.5909 0.8885 -0.5898  1.820
35 C -2.2879 0.8772 -1.7292  -0.888
36 H -5.0251 2.6816 -0.8740  0.513
37 H -3.7471 2.6590 1.2795  0.441
38 H -1.5569 1.5048 1.3697  0.108
39 H -1.8388 0.3507 -2.5620  0.555
40 C 5.0591 1.6865 0.4075  -1.627
41 C 3.5366 1.5743 0.3599  0.353
42 P 2.8171 0.0345 -0.3546  1.122
43 C 3.6240 -1.1754 0.7946  -0.851
44 C 3.0369 -2.5810 0.7484  -0.931
45 C 3.8367 -0.0679 -1.8977  -0.897
46 C 3.2962 -1.0692 -2.9122  -1.052
47 H 5.3330 2.6419 0.8579  0.448
48 H 5.4921 1.6567 -0.5919  0.297
49 H 5.5145 0.8956 1.0036  0.333
50 H 3.1360 2.3819 -0.2452  -0.647
51 H 3.1117 1.6754 1.3609  0.439
52 H 3.4706 -0.7553 1.7917  0.436
53 H 4.6957 -1.2041 0.5855  0.504
54 H 1.9478 -2.5349 0.7591  0.007
55 H 3.3638 -3.1630 1.6117  0.361
56 H 3.3530 -3.1062 -0.1502  0.239
57 H 4.8644 -0.3230 -1.6312  0.526
58 H 3.8279 0.9348 -2.3335  0.330
59 H 3.4664 -2.0905 -2.5750  0.138
60 H 3.7870 -0.9482 -3.8790  0.398
61 H 2.2227 -0.9329 -3.0499  0.146
62 C 1.7464 3.8944 -2.1392  -1.574
63 C 0.7331 3.3492 -1.1174  1.484
64 C 0.9562 3.9948 0.2675  -1.514
65 C -0.6673 3.7704 -1.6143  -1.765
66 O 0.8589 1.9691 -1.0313  -0.322
67 H 1.6679 4.9805 -2.2105  0.396
68 H 1.5414 3.4554 -3.1166  0.350
69 H 2.7686 3.6387 -1.8582  0.308
70 H 0.5218 4.9958 0.3000  0.432
71 H 2.0153 4.0737 0.5113  0.330
72 H 0.4790 3.3675 1.0224  0.214
73 H -0.6727 4.8362 -1.8481  0.569
74 H -1.4252 3.5769 -0.8587  0.252
75 H -0.9165 3.2104 -2.5167  0.348

Values from the calculation:
- Largest force on an atom: 0.0408 Eh/bohr
- Spin multiplicity: 5

Number 1: DFT total energy -77895.2599 eV. Number 2: DFT total energy -81075.6397 eV. Number 3: DFT total energy -102596.0493 eV.